64
Properties=species:S:1:pos:R:3:forces:R:3:lowdin_charge:R:1 method="wB97M-V/def2-TZVPD" e_homo_ev=-7.82 e_tot_ha=-1872.5438 smiles="O=C(c1cccc(S(=O)(=O)N2CCN(c3ccccc3)CC2)c1)N1CC=C(c2ccccc2)CC1" e_lumo_ev=0.60 fmax_ev_per_a=1.1
S 2.099 -0.708 -1.450 0.2 -0.4 0.1 0.691
O 3.325 -0.461 -2.150 -0.1 0.4 -0.2 -0.276
O 2.069 -1.748 -0.459 -0.3 0.1 0.0 -0.280
O -1.319 2.116 2.704 -0.3 0.2 -0.1 0.078
N 0.976 -1.133 -2.604 0.8 0.2 0.7 -0.226
N 0.151 0.565 3.424 0.1 0.0 0.4 -0.055
N -0.540 0.983 -2.530 0.1 -0.1 -0.1 -0.105
C -0.844 -0.158 4.198 -0.2 0.2 0.0 -0.112
C -0.967 2.158 -1.930 -0.1 0.2 0.0 -0.227
C 0.616 1.751 1.370 0.0 -0.1 -0.3 -0.132
C -1.858 -4.054 0.065 -0.1 -0.1 -0.1 -0.093
C 1.411 -0.135 3.377 0.4 -0.1 0.1 -0.124
C -0.269 1.519 2.559 0.2 0.2 0.0 -0.405
C -0.361 -1.412 -2.133 -0.4 -0.2 0.2 -0.155
C 0.380 1.020 -3.645 -0.1 0.1 -0.1 -0.143
C -1.606 -3.075 1.008 0.0 0.0 0.0 -0.049
C -1.712 2.133 -0.746 -0.2 -0.1 -0.1 -0.036
C -0.445 -3.107 1.779 -0.2 -0.1 -0.2 -0.191
C 1.946 3.115 -0.094 0.0 0.0 0.0 -0.043
C 0.207 -5.123 0.631 0.0 -0.1 0.0 -0.072
C -0.168 -2.021 2.731 0.0 0.1 0.3 -0.197
C 1.270 -1.580 2.845 0.0 0.1 0.0 -0.103
C -1.130 -1.419 3.433 0.1 -0.1 0.0 0.001
C 1.154 2.986 1.037 -0.1 -0.1 0.1 0.004
C 0.828 0.666 0.526 0.0 0.2 0.3 -0.025
C -2.084 3.301 -0.113 -0.1 0.0 0.0 -0.087
C -1.302 -0.242 -2.481 0.0 -0.1 0.0 -0.116
C 0.462 -4.144 1.571 -0.1 0.1 0.0 -0.026
C 2.218 2.014 -0.890 0.1 0.0 -0.1 -0.054
C 1.012 -0.375 -3.828 0.2 0.3 -0.4 -0.161
C -1.718 4.531 -0.632 0.0 0.1 0.0 -0.098
C 1.637 0.800 -0.580 0.3 -0.5 -0.3 -0.239
C -0.985 4.573 -1.803 0.0 0.1 0.0 -0.095
C -0.617 3.408 -2.449 0.1 -0.1 -0.2 -0.038
C -0.951 -5.083 -0.127 0.0 -0.1 -0.1 -0.089
H -2.761 -4.009 -0.527 -0.1 0.0 0.0 0.103
H 2.891 2.077 -1.731 0.1 0.1 -0.1 0.116
H -1.989 1.195 -0.292 0.0 -0.1 0.1 0.105
H 2.120 0.428 2.769 0.0 -0.1 0.1 0.127
H -1.145 -5.846 -0.866 0.0 -0.1 -0.1 0.101
H -1.737 0.461 4.278 0.1 -0.1 0.1 0.121
H 0.386 -0.292 0.743 -0.1 -0.2 0.2 0.112
H -1.761 -0.424 -3.466 -0.1 0.0 0.1 0.128
H -0.294 -1.585 -1.060 -0.2 -0.1 0.0 0.092
H -2.307 -2.262 1.136 0.0 0.1 0.0 0.110
H 2.059 -0.289 -4.117 -0.2 0.0 -0.2 0.115
H -0.454 -0.355 5.203 0.0 0.1 0.0 0.130
H -2.105 -0.167 -1.752 0.0 0.0 -0.1 0.113
H 2.373 4.075 -0.341 0.0 0.1 0.0 0.114
H -2.003 5.443 -0.130 0.0 0.1 0.1 0.099
H 1.785 -2.259 3.530 0.1 0.0 0.0 0.125
H -0.119 1.326 -4.580 0.1 0.1 0.0 0.131
H -0.717 -2.338 -2.600 0.0 0.1 0.1 0.128
H -2.152 -1.765 3.401 -0.1 -0.1 0.0 0.112
H 0.964 3.837 1.673 0.0 0.1 0.1 0.127
H 0.482 -0.952 -4.591 0.1 0.0 0.1 0.129
H -0.698 5.523 -2.230 0.0 0.1 0.0 0.102
H 0.919 -5.921 0.484 0.1 -0.1 0.0 0.105
H -0.065 3.484 -3.372 0.1 0.0 -0.1 0.098
H 1.368 -4.191 2.154 0.1 0.0 0.0 0.114
H 1.752 -1.682 1.870 0.0 0.0 0.1 0.090
H 1.165 1.744 -3.418 0.0 0.0 -0.1 0.105
H -2.638 3.242 0.810 0.0 0.0 0.1 0.100
H 1.793 -0.157 4.405 0.0 0.0 -0.1 0.126

93
Properties=species:S:1:pos:R:3:forces:R:3:lowdin_charge:R:1 method="wB97M-V/def2-TZVPD" e_homo_ev="-15.07 / -16.08" multiplicity=6 e_tot_ha=-3447.8832 e_lumo_ev="-8.70 / -11.39" charge=+3 s_squared=8.824 fmax_ev_per_a=1.3
Ir -1.199 -0.958 -0.862 0.6 0.7 0.8 0.800
S -1.173 -0.716 1.486 -0.9 -0.1 -0.2 0.798
P 1.089 -1.526 -1.001 -0.2 -0.1 0.0 0.937
P -1.798 1.298 -1.089 -0.3 -0.3 0.1 0.932
F -3.060 -2.846 -1.972 -0.1 -0.1 0.0 0.073
F -2.435 -3.376 0.042 -0.1 0.0 0.0 0.057
F -3.902 -1.804 -0.264 -0.1 -0.1 0.0 0.098
O -2.483 -0.886 2.141 0.6 0.2 -0.2 -0.382
C -0.336 3.167 3.781 0.3 -0.3 0.4 -0.076
C 4.042 -2.820 1.509 0.0 -0.2 0.3 0.071
C 0.326 3.864 -4.220 0.0 0.0 0.0 -0.034
C -3.958 0.433 -2.519 -0.1 0.0 0.0 -0.131
C 2.811 -4.605 -3.066 -0.1 0.0 0.0 -0.041
C -1.642 2.395 0.383 -0.1 0.1 0.0 -0.199
C -0.380 4.512 4.431 0.0 -0.1 -0.1 -0.058
C -1.068 5.412 3.384 0.0 -0.1 0.0 -0.058
C 3.181 0.763 -3.637 0.0 -0.1 0.0 -0.035
C -0.604 0.854 2.195 0.1 0.1 0.1 -0.191
C 3.330 -3.321 2.620 0.3 0.0 -0.2 -0.060
C 0.261 2.849 -2.046 0.1 0.0 0.0 -0.102
C -0.617 -2.492 3.416 0.1 0.1 -0.2 -0.005
C 2.638 -3.431 -2.360 0.0 0.1 0.0 -0.089
C -1.593 2.560 -3.570 0.0 0.1 -0.1 -0.055
C 2.503 -4.370 4.615 0.0 0.1 -0.1 -0.057
C 3.775 -4.165 3.763 -0.1 0.0 0.0 -0.058
C -1.066 2.092 1.647 0.0 -0.1 0.0 -0.113
C 1.929 -1.893 0.616 0.1 0.0 0.0 -0.176
C 0.272 -3.882 -2.188 0.0 -0.1 0.0 -0.080
C 0.452 -5.063 -2.897 0.0 0.0 0.0 -0.035
C 1.974 -2.998 2.751 0.1 0.0 -0.1 -0.080
C -1.359 4.504 2.243 -0.2 0.2 -0.3 -0.060
C 3.335 -2.137 0.552 -0.3 0.1 -0.1 -0.018
C 1.363 -3.058 -1.908 0.1 -0.1 -0.1 -0.359
C -6.265 0.815 -1.967 0.0 0.0 0.0 -0.026
C -2.083 3.731 0.120 0.1 -0.3 -0.1 -0.021
C -0.920 3.200 2.521 -0.1 0.1 -0.1 -0.075
C 0.019 0.827 3.460 -0.1 -0.1 -0.3 -0.003
C 3.743 1.731 -2.817 0.0 0.0 0.0 -0.055
C 0.105 -3.346 4.228 0.2 -0.1 0.0 0.078
C -0.063 -1.896 2.265 -0.1 -0.2 0.2 -0.261
C 2.381 -0.235 -3.094 0.0 0.1 -0.1 -0.063
C 1.454 -3.570 3.910 -0.3 -0.1 0.3 -0.074
C 0.918 3.625 -2.985 -0.1 0.0 0.0 -0.058
C 2.137 -0.251 -1.722 0.0 0.0 0.1 -0.387
C 3.490 1.725 -1.449 0.0 0.0 0.0 -0.070
C -3.569 1.190 -1.407 -0.1 0.1 0.0 -0.373
C 1.717 -5.426 -3.332 0.0 0.0 0.0 -0.028
C -2.784 -2.336 -0.756 0.2 0.0 -0.1 -0.724
C 1.244 -2.216 1.824 -0.1 0.1 0.0 -0.122
C 0.180 1.946 4.250 -0.1 0.3 0.0 0.072
C -5.303 0.258 -2.800 0.0 0.0 0.0 -0.036
C 2.676 0.745 -0.905 0.1 0.0 0.1 -0.123
C -5.885 1.545 -0.849 0.0 0.0 -0.1 -0.036
C -1.000 2.322 -2.332 0.1 0.0 -0.1 -0.366
C -4.541 1.734 -0.567 0.0 0.0 0.1 -0.068
C -1.977 4.770 1.007 0.1 0.1 0.3 0.072
C -0.922 3.331 -4.510 0.0 0.0 0.0 -0.035
H 3.794 -4.879 -3.426 0.0 0.0 0.0 0.122
H 2.626 -4.033 5.647 0.0 0.0 0.0 0.149
H -0.360 -3.799 5.094 0.0 0.0 0.0 0.146
H 3.934 2.480 -0.812 0.0 0.0 0.0 0.120
H 4.387 2.490 -3.243 0.0 0.0 0.0 0.124
H 0.735 2.659 -1.088 0.0 0.0 0.0 0.097
H -1.647 -2.253 3.654 0.0 0.0 0.0 0.130
H 4.578 -3.669 4.316 0.0 0.0 0.0 0.154
H 3.865 -1.790 -0.324 0.0 0.0 0.0 0.114
H 2.485 0.744 0.165 0.0 0.0 0.0 0.107
H 5.103 -2.998 1.387 0.0 0.0 0.0 0.145
H 1.961 -0.998 -3.738 0.0 0.0 0.0 0.120
H -7.315 0.670 -2.183 0.0 0.0 0.0 0.125
H -0.724 -3.616 -1.860 0.0 0.0 0.0 0.059
H -0.438 6.246 3.060 0.0 0.0 0.0 0.155
H -0.400 -5.693 -3.112 0.0 0.0 0.0 0.124
H 0.370 -0.118 3.851 0.0 0.0 0.0 0.115
H -1.989 5.873 3.753 0.0 0.0 0.0 0.156
H 1.889 4.046 -2.757 0.0 0.0 0.0 0.113
H -1.384 3.524 -5.469 0.0 0.0 0.0 0.124
H 1.856 -6.344 -3.888 0.0 0.0 0.0 0.125
H -2.338 5.757 0.748 0.0 0.0 0.0 0.147
H -4.271 2.286 0.325 0.0 0.0 0.0 0.104
H 4.208 -5.103 3.403 0.0 0.0 0.0 0.155
H -3.219 -0.024 -3.166 0.0 0.0 0.0 0.106
H 3.498 -2.793 -2.204 0.0 0.0 0.0 0.103
H -6.636 1.965 -0.194 0.0 0.0 0.0 0.122
H 2.207 -5.420 4.679 0.0 0.0 0.0 0.152
H -5.600 -0.323 -3.663 0.0 0.0 0.0 0.126
H 0.621 4.857 4.699 0.0 0.0 0.0 0.149
H -2.516 3.930 -0.854 0.0 0.0 0.0 0.134
H -0.939 4.461 5.370 0.0 0.0 0.0 0.152
H -2.577 2.175 -3.801 0.0 0.0 0.0 0.103
H 0.836 4.473 -4.955 0.0 0.0 0.0 0.123
H 0.662 1.869 5.216 0.0 0.0 0.0 0.144
H 3.378 0.772 -4.701 0.0 0.0 0.0 0.125

12
Properties=species:S:1:pos:R:3:forces:R:3:lowdin_charge:R:1 method="wB97M-V/def2-TZVPD" e_homo_ev=-15.67 e_tot_ha=-227.5712 e_lumo_ev=-6.61 charge=+1 fmax_ev_per_a=6.7
N -0.487 -1.273 -0.481 -1.7 -1.1 -6.4 0.147
N -1.816 0.656 0.258 1.6 1.6 3.9 0.278
C 0.458 -0.669 0.397 1.3 1.3 1.0 -0.242
C -0.946 -0.276 0.179 0.9 -0.1 0.4 -0.316
C 1.537 0.329 0.095 -0.6 2.2 -1.5 -0.022
H 1.958 0.151 -0.931 -0.7 0.4 0.5 0.107
H 1.076 1.415 0.180 1.3 -2.1 -0.4 0.130
H 2.420 0.245 0.710 -0.2 -0.1 0.6 0.080
H -1.798 1.332 1.077 0.1 -1.3 -1.4 0.198
H -0.606 -1.336 -2.261 0.4 0.2 4.2 0.408
H -2.534 0.785 -0.351 -2.5 0.1 -2.3 0.104
H 0.737 -1.357 1.127 0.2 -1.1 1.4 0.128

80
Properties=species:S:1:pos:R:3:forces:R:3:lowdin_charge:R:1 method="wB97M-V/def2-TZVPD" e_homo_ev="-6.35 / -6.41" multiplicity=3 e_tot_ha=-3105.6325 e_lumo_ev="-1.61 / -1.60" s_squared=2.050 fmax_ev_per_a=0.3
Ti -0.354 -0.246 0.284 -0.2 -0.1 0.0 1.066
N -1.828 -1.343 -0.777 0.1 0.1 -0.1 0.062
N 1.680 -0.220 -0.410 0.0 0.0 0.1 -0.096
N 2.354 0.898 -0.209 -0.1 0.0 -0.1 0.074
N 0.205 1.808 -0.358 0.1 0.2 0.0 0.026
N -0.806 -3.524 -0.913 0.0 0.0 0.0 0.215
N 1.589 -1.705 2.735 0.0 -0.1 0.0 0.226
N -2.132 0.854 0.825 -0.1 0.1 0.0 0.054
N -3.575 0.301 -1.023 0.0 0.0 0.0 0.216
N -1.252 2.067 2.724 -0.1 0.0 0.0 0.224
N 0.170 -2.229 0.860 0.0 -0.2 0.0 0.069
N 0.066 0.102 2.298 0.0 0.1 0.0 0.065
C -0.033 4.188 -0.476 0.0 0.1 0.0 -0.057
C -3.306 2.684 1.585 -0.1 0.0 -0.1 -0.112
C -3.873 -3.801 -4.114 0.0 0.0 0.0 -0.075
C 2.519 0.177 5.018 0.0 0.0 0.0 -0.007
C 0.683 1.450 4.068 0.0 0.0 0.0 -0.099
C 2.051 -6.456 0.830 0.0 0.0 0.0 -0.070
C 2.559 -4.612 2.324 0.0 0.1 0.0 -0.004
C 0.814 2.451 5.022 0.0 0.0 0.0 -0.007
C -0.543 2.918 -0.533 0.0 -0.1 0.1 -0.119
C 1.540 1.983 -0.202 0.2 -0.1 0.2 -0.350
C -0.246 1.267 2.960 0.1 0.0 0.1 -0.262
C -3.773 3.806 2.269 0.0 -0.1 0.0 -0.010
C 1.818 2.300 5.962 0.0 0.0 0.0 -0.073
C 1.597 -3.874 1.649 0.0 -0.1 -0.1 -0.103
C 2.126 3.256 -0.048 -0.2 0.1 -0.2 -0.006
C -1.652 -2.582 -1.304 0.0 -0.1 -0.1 -0.264
C -2.945 -0.788 -1.374 0.0 0.0 0.0 -0.263
C 3.722 -1.499 0.072 0.0 -0.1 -0.1 -0.035
C -4.687 -2.659 -4.165 0.0 0.0 0.0 -0.074
C 2.540 -1.322 -0.646 0.0 0.0 0.0 -0.284
C -3.226 1.032 0.030 0.1 -0.2 -0.1 -0.292
C -0.002 -3.357 0.111 0.0 0.0 0.0 -0.278
C 4.144 -3.538 -1.142 0.0 -0.1 0.0 -0.094
C 4.513 -2.608 -0.178 0.0 0.1 0.0 -0.082
C -5.623 3.877 0.697 0.0 0.1 0.0 -0.079
C 2.659 1.179 5.961 0.0 0.0 0.0 -0.075
C -2.833 -3.899 -3.209 0.0 0.0 0.0 -0.008
C -4.485 -1.589 -3.314 0.0 0.0 0.0 -0.007
C 2.980 -3.348 -1.869 0.0 0.0 0.0 -0.082
C 2.777 -5.909 1.896 0.0 -0.1 0.0 -0.070
C 1.122 -2.505 1.804 0.0 0.1 0.0 -0.268
C 1.330 4.361 -0.187 0.1 -0.1 0.0 -0.062
C -3.428 -1.681 -2.415 0.0 0.0 0.0 -0.103
C -4.933 4.393 1.810 0.0 0.0 0.0 -0.078
C 0.880 -4.417 0.589 0.0 0.0 0.1 -0.108
C -2.148 1.840 1.770 0.1 0.0 0.1 -0.290
C 2.178 -2.242 -1.625 0.1 0.0 0.0 -0.043
C 1.519 0.337 4.067 0.0 -0.1 -0.1 -0.100
C -5.166 2.767 0.020 0.0 -0.1 0.0 -0.011
C -3.989 2.173 0.478 0.0 0.2 0.1 -0.115
C 1.090 -5.720 0.161 0.0 0.0 0.0 -0.006
C -2.621 -2.814 -2.367 0.0 0.0 0.1 -0.105
C 1.083 -0.503 2.959 0.0 0.1 0.1 -0.255
H 1.961 3.059 6.721 0.0 0.0 0.0 0.102
H 3.996 -0.774 0.826 0.0 0.0 0.0 0.107
H -5.693 2.364 -0.835 0.0 0.0 0.0 0.112
H 2.687 -4.062 -2.629 0.0 0.0 0.0 0.107
H 3.187 3.311 0.147 0.0 0.0 0.0 0.113
H 0.156 3.309 5.020 0.0 0.0 0.0 0.114
H 3.429 1.101 6.718 0.0 0.0 0.0 0.102
H -0.692 5.031 -0.626 0.0 0.0 0.0 0.105
H -6.531 4.369 0.372 0.0 0.0 0.0 0.101
H -5.494 -2.625 -4.886 0.0 0.0 0.0 0.102
H -2.203 -4.777 -3.151 0.0 0.0 0.0 0.113
H 1.273 -2.078 -2.197 0.0 0.0 0.0 0.110
H -3.237 4.194 3.125 0.0 0.0 0.0 0.112
H -5.116 -0.711 -3.339 0.0 0.0 0.0 0.114
H 5.422 -2.754 0.392 0.0 0.0 0.0 0.103
H -4.071 -4.617 -4.797 0.0 0.0 0.0 0.102
H 3.522 -6.520 2.389 0.0 0.0 0.0 0.103
H -1.598 2.762 -0.717 0.0 0.0 0.0 0.108
H 3.156 -0.697 5.011 0.0 0.0 0.0 0.114
H 4.765 -4.405 -1.326 0.0 0.0 0.0 0.101
H 0.526 -6.130 -0.666 0.0 0.0 0.0 0.115
H -5.328 5.267 2.311 0.0 0.0 0.0 0.101
H 3.116 -4.179 3.145 0.0 0.0 0.0 0.116
H 2.253 -7.476 0.528 0.0 0.0 0.0 0.102
H 1.749 5.354 -0.090 0.0 0.0 0.0 0.107